{"formula": "C39H58BrF4NO18P", "method": "wB97M-V/def2-TZVPD", "spin_multiplicity": 1, "charge": 1, "e_tot_ev": -169923.068, "homo_energy_ha": -0.393, "orbital_gap_ev": 7.48, "symbols": ["Br", "P", "F", "F", "F", "F", "O", "O", "O", "O", "O", "O", "O", "O", "O", "O", "O", "O", "O", "O", "O", "O", "O", "O", "N", "C", "C", "C", "C", "C", "C", "C", "C", "C", "C", "C", "C", "C", "C", "C", "C", "C", "C", "C", "C", "C", "C", "C", "C", "C", "C", "C", "C", "C", "C", "C", "C", "C", "C", "C", "C", "C", "C", "C", "H", "H", "H", "H", "H", "H", "H", "H", "H", "H", "H", "H", "H", "H", "H", "H", "H", "H", "H", "H", "H", "H", "H", "H", "H", "H", "H", "H", "H", "H", "H", "H", "H", "H", "H", "H", "H", "H", "H", "H", "H", "H", "H", "H", "H", "H", "H", "H", "H", "H", "H", "H", "H", "H", "H", "H", "H", "H"], "positions_angstrom": [[0.100923, 0.758456, 3.493803], [0.252931, 4.343162, 4.385007], [-4.280232, 2.966305, 4.320650], [-3.822101, 4.539458, 2.877060], [-3.013666, 4.624994, 4.912485], [-1.279035, 4.964899, 2.367022], [2.522497, -7.168496, -2.603663], [4.989871, -10.043447, -5.668300], [0.113969, -7.144524, 6.175144], [-0.390227, 5.714081, 4.856669], [-2.198365, -1.961876, 0.580302], [-0.967424, -2.085021, 2.409725], [3.680962, -11.404112, -6.861844], [-0.312776, -2.433795, -2.449636], [2.357774, 8.041178, 7.022959], [-1.925729, -3.887916, -2.975922], [1.466712, 6.028921, 7.405261], [-3.800561, 4.709194, 0.191401], [1.175748, -6.687007, 4.255568], [-2.055906, 11.077961, -3.177954], [1.542893, 4.863022, 3.584686], [-2.696729, 6.009887, -1.251393], [-3.078582, 9.293857, -4.060205], [0.792624, -8.437275, -3.237793], [-0.920155, 3.722895, 3.005907], [-0.025684, -4.788661, 3.549580], [-5.572564, 2.223845, 1.751028], [3.820331, -6.828965, -3.133559], [2.425989, 6.703073, 7.153922], [3.661486, -12.800020, -7.220391], [3.638068, 8.568016, 6.619123], [-3.004968, 8.124135, -0.262145], [4.206202, -7.990961, -4.040717], [5.666474, -12.355865, -6.039839], [-3.441536, 0.954472, 2.314466], [-2.135843, 2.962559, 3.446335], [-2.256975, -5.256663, -2.651701], [-3.347331, 7.039185, 0.758097], [-0.755333, -3.549125, -2.405736], [3.843085, 6.226004, 6.901292], [2.841059, -8.445464, -4.557910], [-2.329153, 2.000523, 2.279232], [-3.326515, 3.810048, 3.878710], [-0.158509, -4.743911, -1.688209], [-2.964606, 8.512853, -5.267499], [-1.479516, 10.352421, -5.429688], [4.792413, -11.122163, -6.149735], [-0.250978, 2.974424, 1.903645], [-0.698440, 0.824652, 0.639695], [-3.341424, 5.781076, -0.091660], [-0.161864, -0.604732, 0.680364], [-4.531232, 1.452802, 1.373665], [1.265442, -5.571664, 3.353474], [-1.116442, -1.593875, 1.320137], [-0.327223, -5.045660, 5.023924], [4.651108, 7.514848, 7.044048], [-2.207649, 10.336557, -4.100278], [1.915026, -8.064584, -3.421658], [-0.931502, -5.910981, -2.295636], [0.301558, -6.408818, 5.256035], [-0.889334, 1.561179, 1.982986], [5.115206, -13.246780, -7.152005], [-2.360365, 9.456234, -6.298264], [-2.166449, 7.353421, -1.268440], [6.711310, -12.100536, -6.188405], [-1.824636, 8.938029, -7.090380], [4.129948, 5.471707, 7.627870], [-3.866204, 0.791892, 3.298866], [-1.392316, -5.074979, 5.232510], [-3.917287, 8.481242, -0.739537], [-0.482623, 9.933135, -5.286345], [-2.247969, 7.763411, -2.270098], [3.622532, 8.719397, 5.537768], [-0.617332, 3.346057, 0.949603], [-1.406634, 11.365089, -5.813899], [-2.322090, 7.652606, -5.064423], [-3.147546, 10.052606, -6.760195], [5.565254, 7.536270, 6.455347], [-5.712112, 3.191394, 1.280474], [3.797072, 9.526872, 7.104207], [4.662178, -8.781774, -3.447760], [3.731851, -5.886253, -3.679463], [1.382219, -5.944316, 2.338113], [3.898088, 5.814304, 5.891707], [2.150112, -4.986209, 3.616528], [5.524991, -12.796678, -5.051927], [3.233984, -12.905777, -8.213738], [-2.959502, -5.250735, -1.815657], [-2.451925, -1.256324, -0.023186], [-0.816845, -5.219807, 2.933706], [-1.778953, 2.535870, 4.385822], [4.910632, -7.707326, -4.814365], [-1.636381, 0.861277, 0.089895], [2.538630, -7.898354, -5.452156], [-0.347996, -4.636692, -0.617592], [0.062274, -3.738064, 3.291664], [0.827846, -0.682110, 1.104775], [0.011496, 1.407220, 0.057341], [-0.046281, -0.924624, -0.357710], [0.909116, -4.816974, -1.876460], [4.514220, -6.691787, -2.307337], [-1.036441, -6.767099, -1.635303], [0.827546, 3.031997, 1.885451], [5.227838, -14.312539, -6.966763], [-2.550370, 2.651056, 1.424716], [-0.429964, -6.250377, -3.198836], [-4.405335, 1.160835, 0.334051], [-3.072264, 0.027020, 1.887797], [0.162956, -4.320625, 5.675343], [5.618656, -13.014417, -8.091062], [4.922190, 7.662726, 8.089501], [-2.737892, -5.719754, -3.508928], [-0.716666, 5.607410, 5.763568], [-2.582046, 6.944326, 1.530278], [-2.489088, 8.984697, 0.156417], [-4.320938, 7.189230, 1.215640], [2.798838, -9.509267, -4.743013], [1.289510, 5.663015, 3.090857], [-1.111149, 7.311918, -0.987071], [-3.950395, 8.156312, -5.554102], [3.028361, -13.330095, -6.506510], [-6.299897, 1.936335, 2.500774]], "atomic_forces_ev_per_a": [[-0.4, -0.3, 0.0], [1.7, -1.4, 2.8], [0.5, 0.5, -0.1], [0.1, -0.2, 0.7], [0.0, -0.2, -0.5], [-0.3, -0.4, 0.2], [0.0, 0.0, 0.0], [0.1, -0.1, -0.3], [0.0, -0.2, 0.0], [-0.3, 0.0, -0.7], [0.0, 0.3, 0.4], [0.0, 0.3, -0.8], [0.0, 0.0, -0.1], [0.0, 0.3, 0.0], [0.0, 0.0, 0.0], [0.0, 0.0, 0.0], [-0.3, -0.1, -0.1], [0.1, -0.2, -0.2], [0.0, 0.0, -0.1], [-0.1, 0.0, 0.2], [-1.4, 0.2, -0.8], [0.1, 0.0, 0.0], [0.0, -0.1, -0.1], [-0.1, 0.0, 0.2], [0.3, 2.6, -1.6], [0.1, 0.1, 0.1], [0.1, 0.0, -0.4], [0.2, 0.0, -0.1], [0.1, -0.2, -0.2], [0.0, -0.2, -0.1], [0.2, 0.1, 0.0], [0.0, 0.0, 0.2], [-0.2, 0.2, 0.1], [-0.1, -0.2, -0.5], [-1.3, -1.0, -0.4], [0.2, 0.1, 0.3], [0.0, -0.3, 0.1], [-0.1, 0.3, -0.5], [0.1, -0.1, 0.4], [0.2, 0.4, 0.3], [0.4, 0.2, 0.5], [0.0, -0.3, 0.3], [-0.7, 0.2, -0.2], [-0.1, -0.3, -0.4], [0.0, 0.0, -0.2], [-0.5, -0.2, -0.3], [0.2, -0.1, 0.3], [-0.8, -1.5, -0.8], [0.4, 0.0, 0.5], [0.0, 0.1, 0.3], [-0.5, -0.3, -0.8], [-0.2, -0.1, 0.6], [-0.1, 0.1, -0.1], [0.0, -0.4, 0.8], [0.0, -0.1, -0.6], [0.0, -0.1, 0.0], [0.3, 0.1, 0.0], [-0.1, 0.0, -0.4], [0.0, 0.1, 0.1], [0.0, 0.3, 0.2], [0.9, 0.8, 0.1], [0.1, 0.0, 0.1], [0.1, 0.1, 0.0], [0.1, 0.3, 0.0], [0.0, 0.1, 0.2], [0.0, -0.1, 0.0], [-0.1, -0.2, -0.1], [0.3, -0.2, 0.3], [0.0, 0.0, 0.2], [0.0, 0.0, 0.0], [0.0, 0.1, 0.0], [0.0, -0.2, -0.1], [0.0, 0.0, 0.0], [-0.1, 0.7, 0.1], [0.2, 0.1, 0.2], [0.0, 0.0, 0.0], [0.0, 0.0, 0.0], [0.0, 0.0, -0.1], [-1.1, -0.6, -1.3], [-0.2, 0.0, 0.0], [0.0, 0.0, 0.0], [0.0, 0.0, 0.0], [0.1, -0.2, 0.1], [0.0, -0.1, 0.0], [0.0, 0.0, 0.0], [0.1, 0.1, 0.0], [-0.1, 0.2, 0.0], [0.0, 0.1, 0.0], [0.2, -0.1, -0.5], [0.0, 0.0, 0.0], [-0.1, -0.7, -0.1], [0.0, 0.0, 0.0], [-0.2, 0.1, 0.0], [-0.1, -0.1, 0.0], [0.1, 0.1, 0.0], [0.1, -0.1, 0.0], [0.0, 0.1, 0.5], [0.1, 0.0, -0.2], [0.0, 0.0, -0.1], [0.0, 0.1, 0.2], [-0.1, 0.0, 0.1], [0.0, 0.0, 0.0], [0.2, 0.0, 0.6], [-0.1, 0.0, 0.0], [-0.2, 0.1, -0.1], [0.0, -0.1, 0.0], [0.9, 1.4, -0.4], [0.3, -0.3, 0.5], [0.0, 0.0, 0.1], [0.0, 0.0, 0.0], [0.0, 0.0, 0.0], [0.0, 0.2, -0.1], [0.0, 0.3, 0.2], [-0.1, 0.0, 0.1], [0.1, 0.0, 0.0], [0.0, -0.2, 0.2], [-0.2, 0.0, -0.2], [0.6, 0.2, -0.1], [0.0, -0.1, 0.0], [-0.1, 0.0, 0.2], [0.0, 0.0, 0.0], [1.0, 0.6, 1.3]], "mulliken_charge": [0.041, 0.308, -0.248, -0.007, -0.293, -0.113, -0.318, -0.514, -0.558, -0.415, -0.476, -0.635, -0.348, -0.661, -0.349, -0.372, -0.614, -0.517, -0.348, -0.572, -0.428, -0.374, -0.348, -0.594, 0.647, 0.130, -0.727, -0.487, 0.546, -0.413, -0.404, -0.633, -0.480, -0.473, -0.417, -0.347, -0.510, -0.096, 0.618, -0.341, -0.210, -0.266, 0.249, -0.052, -0.399, -0.442, 0.511, -1.450, -0.912, 0.447, -1.042, -0.304, -0.479, 0.509, -0.469, -0.506, 0.577, 0.550, -0.285, 0.451, 1.334, -0.490, -0.497, -0.006, 0.312, 0.323, 0.333, 0.515, 0.314, 0.228, 0.246, -0.149, 0.245, 0.560, 0.309, 0.232, 0.271, 0.339, 0.201, 0.315, 0.260, 0.260, 0.265, 0.179, 0.291, 0.264, 0.302, 0.240, 0.421, 0.223, 0.485, 0.369, 0.510, 0.180, 0.025, -0.049, 0.406, 0.476, 0.440, 0.188, 0.341, 0.395, 0.384, 0.327, 0.085, 0.060, 0.341, 0.064, 0.291, 0.266, 0.269, 0.345, 0.353, -0.001, 0.399, 0.402, 0.142, 0.349, 0.260, 0.346, 0.268, 0.309]}



{"formula": "C39H58ClO6ReSb2Si", "method": "wB97M-V/def2-TZVPD", "spin_multiplicity": 1, "charge": 0, "de_lowest_kcal_mol": 25.0, "e_tot_ev": -89274.614, "homo_energy_ha": [-0.233, -0.233], "orbital_gap_ev": [6.38, 6.38], "symbols": ["Re", "Sb", "Sb", "Cl", "Si", "O", "O", "O", "O", "O", "O", "C", "C", "C", "C", "C", "C", "C", "C", "C", "C", "C", "C", "C", "C", "C", "C", "C", "C", "C", "C", "C", "C", "C", "C", "C", "C", "C", "C", "C", "C", "C", "C", "C", "C", "C", "C", "C", "C", "C", "H", "H", "H", "H", "H", "H", "H", "H", "H", "H", "H", "H", "H", "H", "H", "H", "H", "H", "H", "H", "H", "H", "H", "H", "H", "H", "H", "H", "H", "H", "H", "H", "H", "H", "H", "H", "H", "H", "H", "H", "H", "H", "H", "H", "H", "H", "H", "H", "H", "H", "H", "H", "H", "H", "H", "H", "H", "H"], "positions_angstrom": [[-0.815578, 0.507087, -1.079116], [-0.988197, 1.390080, -3.659079], [1.188025, -0.906420, -2.290307], [-8.558933, -2.771364, -1.146010], [1.134640, 0.540621, 2.804563], [2.336717, 1.503677, 2.249635], [-0.245402, 1.222482, 3.249303], [-3.657704, 1.672689, -1.931295], [0.744349, -0.373348, 1.435680], [1.700590, -0.536400, 3.889969], [-2.602940, 0.162765, -0.627746], [0.906715, 0.366522, -6.867706], [-7.104655, -0.638660, -1.963025], [-0.464269, -4.269512, 1.221079], [3.691390, 1.876480, 2.712648], [2.722762, 0.102607, -3.561963], [-0.099220, -2.957564, 1.328274], [-4.961504, -1.301278, -0.255559], [1.447459, -0.737080, -7.536648], [-0.065789, 3.710690, 3.283128], [2.943049, -1.727676, 5.469645], [0.963419, -0.224097, 6.159228], [-1.712609, 2.341272, 4.719219], [-1.309215, -4.755104, 0.268905], [1.543435, -1.242495, 5.163546], [-7.120173, -1.832688, -1.263018], [-0.603697, -1.990732, 0.461005], [2.924658, -1.206719, -5.654124], [4.585249, 0.663819, 2.690758], [-2.014188, 2.482743, 2.174456], [1.351972, 0.712167, -5.574527], [2.526787, -1.438339, -6.981757], [-4.888836, -0.250170, -1.172984], [0.608117, -2.410848, 4.875241], [-0.124080, -0.654271, 0.436739], [-1.416621, -2.511982, -0.631483], [4.087819, 2.862542, 1.662851], [3.596436, 2.498369, 4.126821], [-1.829419, 3.442017, -3.871476], [2.343564, -0.130126, -4.940774], [-1.020249, 2.497781, 3.343722], [-6.071334, -2.175790, -0.412983], [-1.895664, -3.812703, -0.613942], [0.561493, -2.679048, -3.494904], [2.544783, -2.093809, -1.113247], [-3.716021, 0.644010, -1.255884], [0.813332, 1.905798, -4.954687], [-2.080928, 0.098351, -5.109288], [0.216759, 2.033714, -0.454435], [-6.019888, 0.166658, -1.930630], [0.716539, -0.733418, 7.090771], [-0.281049, -1.997041, 4.399021], [5.034161, 3.361131, 1.989328], [-2.354697, 0.574482, -6.045324], [0.292107, 2.596753, -5.623839], [2.896549, 3.371776, 4.100191], [2.722289, 1.102995, -3.078460], [-2.528910, 1.625348, 4.624191], [-6.227082, -3.087476, 0.180103], [-1.556894, -5.796161, 0.224688], [4.307177, 2.366797, 0.742709], [3.169854, -2.442536, 4.681657], [-1.906649, 3.729135, -4.916686], [1.466904, 2.432887, -4.245376], [-2.148559, 3.328354, 5.013576], [-5.927688, 1.187450, -2.422100], [-1.717033, -1.809658, -1.419500], [-1.372244, -0.722168, -5.247905], [3.246409, 1.789071, 4.863800], [3.632534, -0.875010, 5.415381], [-1.501105, 2.980256, 1.303438], [-2.341287, 1.472502, 1.902304], [-0.270520, -3.206080, -3.081875], [1.104907, -3.065985, 4.138703], [-0.640834, 4.625926, 3.535049], [0.186571, -2.429772, -4.509962], [1.445095, -3.336431, -3.583692], [4.172453, -0.173304, 3.260703], [0.728919, 2.265797, 0.478786], [-1.283244, 4.197481, -3.309762], [3.018830, -2.213093, -7.597700], [4.611424, 2.887189, 4.355671], [0.008818, -4.982741, 1.928152], [0.686041, 3.606895, 4.067963], [1.990543, -2.945659, -0.656569], [0.402378, 3.883277, 2.264322], [-4.142718, -1.494724, 0.456276], [4.815400, 0.300728, 1.685926], [3.636451, -0.417562, -3.238395], [0.965884, -1.012790, -8.467288], [3.327858, 3.652545, 1.573386], [0.365977, -2.882011, 5.793884], [3.283139, -2.546805, -1.794257], [-2.872373, 3.118088, 2.387077], [3.673752, -1.865478, -5.197793], [-2.814482, 3.276338, -3.441216], [1.768526, 0.497532, 6.331810], [3.170695, -1.566989, -0.373191], [-7.927395, -0.372268, -2.610132], [-2.695613, -4.094361, -1.315721], [5.549315, 1.004443, 3.133839], [2.941475, -2.216053, 6.479186], [-1.009616, 2.067963, 5.511419], [-2.947453, -0.180378, -4.526087], [0.649720, -2.656146, 2.083855], [0.051554, 0.916556, -7.285858], [0.302582, 2.974453, -1.053578], [0.028212, 0.151232, 5.667280]], "atomic_forces_ev_per_a": [[6.2, -1.6, 1.1], [-0.5, 1.8, -0.9], [0.3, -0.7, 0.0], [-0.3, -0.3, -0.4], [0.0, -1.0, -1.5], [0.1, -0.2, 0.9], [-0.3, 1.1, 0.3], [-0.6, -1.1, 0.8], [0.4, -0.3, 0.2], [0.2, 0.3, -0.1], [-4.9, 0.6, 0.2], [0.1, -0.7, 0.7], [-1.2, -0.2, -1.1], [1.3, -1.7, 1.4], [-2.1, -0.5, 0.1], [-0.2, -0.4, 2.6], [0.5, 1.2, 0.8], [-0.4, -1.1, -1.2], [0.0, 0.6, 0.5], [-0.4, 0.3, -0.4], [-0.4, -0.1, 0.9], [-0.1, -0.9, -0.9], [-0.2, 1.5, -0.4], [-1.4, 1.2, -0.9], [-0.4, 0.8, -1.2], [0.7, 0.2, 1.1], [0.0, -3.1, -1.9], [-0.6, 0.7, -0.7], [1.0, 0.0, 0.5], [0.9, 1.0, -0.6], [1.4, -1.4, -1.1], [-0.3, -0.5, -0.1], [-0.9, 1.2, 0.7], [0.5, 1.0, -1.0], [-1.2, 3.8, 0.1], [0.0, 1.0, 1.5], [1.3, 1.7, 1.1], [0.3, 1.1, -1.2], [-0.1, -1.2, -0.2], [-0.5, 0.5, -1.9], [0.7, -1.3, 0.2], [0.1, 0.3, 0.7], [0.4, -0.4, -0.3], [0.7, 1.0, -1.0], [0.4, -0.7, 0.1], [2.3, 0.5, -0.3], [-1.5, 0.3, 1.8], [0.9, 0.9, 0.8], [-0.4, 0.3, -1.7], [2.2, 1.1, 0.2], [0.0, 0.1, 0.1], [-0.2, -0.2, 0.1], [-0.5, -0.2, -0.3], [0.0, 0.0, 0.0], [0.5, -0.1, -0.1], [0.6, -0.7, 0.0], [0.0, -0.4, -0.9], [0.1, -0.1, 0.2], [0.4, 0.5, -0.1], [-0.2, -0.3, 0.0], [-0.2, -0.2, -0.8], [0.4, -0.1, 0.2], [0.0, 0.0, -0.1], [-0.1, -0.1, -0.4], [0.1, -0.7, -0.2], [-0.3, -1.7, 0.4], [-0.2, -0.6, 0.3], [-0.4, -0.1, -0.1], [0.1, -0.2, 0.2], [0.0, -0.4, 0.3], [-0.6, -0.9, 0.6], [0.2, 0.3, 0.1], [-0.3, -0.3, 0.9], [-0.3, 0.0, 0.6], [0.2, -0.5, -0.2], [0.6, 0.2, 0.4], [-0.5, 0.3, 0.0], [0.1, 0.3, 0.1], [-0.2, -0.6, 0.5], [0.1, -0.2, 0.1], [-0.4, 0.3, 0.6], [-0.6, -0.3, 0.3], [-0.4, 0.4, -0.5], [0.1, 0.0, -0.2], [0.3, 0.8, -0.1], [-0.5, -0.5, 1.2], [-0.5, 0.0, -0.6], [-0.2, 0.2, 0.0], [-0.2, 0.2, -0.4], [0.5, -0.1, -0.2], [0.2, -0.4, -0.2], [-0.3, -0.9, 0.7], [-0.4, 0.1, -0.1], [-0.2, -0.1, 0.2], [-0.2, 0.5, -0.1], [-0.1, 0.4, 0.0], [-0.6, 0.4, 0.0], [-0.8, 0.0, -0.1], [-0.3, 0.0, 0.2], [0.7, 0.0, 0.2], [-0.4, -0.5, -0.2], [0.3, 0.4, -0.9], [-0.1, -0.1, -0.3], [-0.2, -0.3, -0.1], [-0.7, -0.1, -0.5], [0.5, -0.2, 0.0], [-0.1, -0.4, 0.1], [1.0, 0.2, 0.8]], "mulliken_charge": [0.146, 0.546, -0.072, -0.216, -1.548, 0.664, 0.634, -0.604, 0.575, -0.451, -0.307, -0.596, -0.424, -0.582, 1.856, -1.506, 0.136, -0.260, -0.651, -1.369, -1.472, -1.178, -1.650, -0.888, 1.528, 0.367, 1.834, -0.536, -1.380, -1.097, 1.034, -0.645, 0.531, -1.567, -0.490, -0.714, -1.783, -1.327, -1.216, 0.689, 1.793, -0.754, -0.914, -1.189, -1.226, 0.010, -1.866, -1.223, -0.232, -0.693, 0.484, 0.333, 0.383, 0.363, 0.698, 0.214, 0.376, 0.392, 0.369, 0.478, 0.357, 0.379, 0.382, 0.523, 0.374, 0.345, 0.429, 0.257, 0.091, 0.254, 0.114, 0.058, 0.411, 0.264, 0.490, 0.270, 0.418, 0.047, 0.352, 0.369, 0.339, 0.523, 0.347, 0.236, 0.361, 0.180, 0.521, 0.310, 0.759, 0.413, 0.308, 0.585, 0.562, 0.545, 0.378, 0.297, 0.349, 0.197, 0.383, 0.445, 0.421, 0.351, 0.342, 0.371, 0.092, 0.318, 0.065, 0.013]}